Entry 1:
40
Properties=species:S:1:pos:R:3:nbo_charge:R:1 method="wB97M-V/def2-TZVPD" e_homo_ev=-8.13 smiles="COc1ccc(Cl)cc1NC(=O)CSc1nnc(C2CC2)n1C" lumo_energy_ev=0.29
C -0.89724 -1.14255 2.78877 -0.248
O -1.17332 -0.16308 1.81761 -0.528
C -2.31987 -0.29095 1.07213 0.331
C -3.22711 -1.33002 1.17820 -0.298
C -4.35446 -1.36404 0.36961 -0.234
C -4.56659 -0.35275 -0.54729 -0.046
Cl -5.96668 -0.39393 -1.55541 0.007
C -3.67388 0.70134 -0.67288 -0.244
C -2.54996 0.73723 0.13508 0.115
N -1.59531 1.74893 0.08056 -0.618
C -1.47119 2.75385 -0.81455 0.690
O -2.28000 3.05697 -1.65891 -0.596
C -0.18768 3.57538 -0.68053 -0.611
S 1.05979 2.95469 0.47600 0.242
C 1.50226 1.50391 -0.38436 0.157
N 1.04367 1.14411 -1.54902 -0.318
N 1.61548 -0.02875 -1.85851 -0.296
C 2.41338 -0.37505 -0.88599 0.337
C 3.23060 -1.58421 -0.84373 -0.295
C 3.84972 -2.06895 -2.13128 -0.391
C 2.71140 -2.81999 -1.53346 -0.393
N 2.38206 0.57791 0.10340 -0.367
C 3.09237 0.61096 1.34905 -0.407
H -0.74896 -2.12703 2.33419 0.180
H -1.69360 -1.20099 3.53669 0.182
H 0.02515 -0.82416 3.27299 0.195
H -3.07256 -2.12893 1.88522 0.222
H -5.05688 -2.17689 0.45727 0.227
H -3.83525 1.48605 -1.39293 0.270
H -0.84690 1.62345 0.75380 0.426
H 0.27115 3.64117 -1.66753 0.273
H -0.43993 4.58008 -0.33750 0.255
H 3.79869 -1.71252 0.06889 0.223
H 3.65157 -1.48137 -3.01330 0.236
H 4.84062 -2.49435 -2.08349 0.215
H 1.75024 -2.73453 -2.01455 0.238
H 2.90284 -3.77449 -1.06701 0.215
H 2.84960 -0.27138 1.94480 0.211
H 4.16951 0.63941 1.17230 0.215
H 2.79730 1.50545 1.89571 0.227

Entry 2:
21
Properties=species:S:1:pos:R:3:nbo_charge:R:1 method="wB97M-V/def2-TZVPD" e_homo_ev="-14.27 / -14.26" multiplicity=2 total_charge=+1 s2=0.7525 lumo_energy_ev="-4.73 / -8.40"
C -1.64043 0.50850 1.15654 -0.734
C -0.70320 1.17996 0.27093 0.100
C 0.38300 1.94348 0.70993 -0.027
H -2.20648 -0.19462 0.52616 0.294
H -1.14481 0.13781 2.05473 0.286
H -2.51413 1.14312 1.41375 0.329
H -0.94667 1.18303 -0.78731 0.224
H 0.97137 2.57586 0.05225 0.235
H 0.63532 2.06257 1.75215 0.226
H -1.38808 -0.20852 -3.41769 0.503
H -1.22702 0.98311 -2.62151 0.469
O -1.21181 0.01647 -2.49219 -0.960
H 3.26616 0.33526 0.10286 0.514
H 1.86612 0.10468 -0.52654 0.490
O 2.32422 0.48989 0.22680 -0.950
H -0.12512 -1.56204 -1.76618 0.470
H -0.03659 -2.08806 -0.36955 0.467
O 0.14482 -2.34896 -1.27804 -0.943
H 1.22293 -2.85855 1.59305 0.489
H 1.52262 -1.39114 1.60414 0.475
O 0.80777 -2.01184 1.79575 -0.958

Entry 3:
27
Properties=species:S:1:pos:R:3:nbo_charge:R:1 method="wB97M-V/def2-TZVPD" e_homo_ev="-8.89 / -8.89" lumo_energy_ev="0.77 / 0.77"
C 3.83508 -0.11185 0.05059 -0.636
C -3.49762 -1.18773 0.07833 -0.630
C -1.01650 2.55698 1.49617 -0.708
C 2.83270 -1.08011 -0.56478 -0.110
C -2.18372 -1.26794 -0.70438 -0.044
C -0.08666 1.53559 0.87548 0.480
N -0.13525 1.41696 -0.44146 0.317
O 0.57952 0.53787 -1.18543 -0.605
O -0.81832 2.10155 -1.15162 -0.474
O 0.35096 -1.79580 -1.80695 -1.100
O 1.71233 -0.97511 0.37918 -0.781
O -0.97251 -1.16001 0.14793 -0.829
F 0.90177 0.83084 1.52332 -0.308
P 0.47437 -0.96581 -0.56728 2.524
H 3.45355 0.92678 0.21513 0.232
H 4.19080 -0.43478 1.10954 0.220
H 4.74754 -0.09658 -0.59514 0.221
H -4.30969 -1.22462 -0.56902 0.223
H -3.71442 -1.93859 0.89058 0.215
H -3.62229 -0.30127 0.57538 0.207
H -0.86879 3.64002 1.68582 0.254
H -1.30774 2.18659 2.56044 0.234
H -1.92388 2.40654 0.84614 0.261
H 2.99672 -2.19644 -0.72468 0.222
H 2.60861 -0.73921 -1.54287 0.212
H -2.11061 -0.42931 -1.36524 0.196
H -2.11594 -2.23455 -1.21520 0.209

Entry 4:
19
Properties=species:S:1:pos:R:3:nbo_charge:R:1 method="wB97M-V/def2-TZVPD" e_homo_ev=-8.48 smiles=CNC[C@H](N)CO lumo_energy_ev=0.98
C 2.85553 -0.40828 -0.33539 -0.422
N 1.62519 -0.01779 0.43437 -0.612
C 0.55911 -0.21595 -0.42957 -0.217
C -0.78000 0.47458 -0.02457 -0.090
N -0.73002 1.37821 1.09631 -0.878
C -1.97127 -0.43834 0.15051 -0.049
O -3.24292 0.22477 -0.09526 -0.772
H 3.81227 -0.23886 0.20909 0.198
H 2.81463 0.30087 -1.06631 0.191
H 3.05240 -1.34935 -0.84150 0.183
H 1.32785 -0.75717 1.19341 0.362
H 0.64794 0.11549 -1.48892 0.199
H 0.17998 -1.29083 -0.49394 0.156
H -1.08526 0.95150 -0.92879 0.165
H -1.46489 2.01300 1.24239 0.382
H 0.25563 1.76156 1.30869 0.390
H -1.90185 -1.35841 -0.51015 0.159
H -2.00368 -1.00037 1.17074 0.167
H -3.95063 -0.14460 -0.59112 0.488

Entry 5:
47
Properties=species:S:1:pos:R:3:nbo_charge:R:1 method="wB97M-V/def2-TZVPD" e_homo_ev=-8.20 smiles="O=C(/C=C/c1ccc(OCCCF)cc1)Nc1ccnc(-c2ccncc2)n1" lumo_energy_ev=-0.13
O -2.62570 -4.47127 0.13798 -0.588
C -2.65727 -3.26780 -0.02175 0.659
C -1.49840 -2.38764 -0.02319 -0.356
C -0.30896 -2.81469 0.43296 -0.064
C 0.90436 -2.03610 0.51619 -0.152
C 0.99813 -0.72130 0.05378 -0.161
C 2.16331 0.00701 0.17773 -0.263
C 3.28729 -0.56457 0.77163 0.323
O 4.47436 0.05562 0.98050 -0.487
C 4.71681 1.33057 0.43199 -0.062
C 4.95137 1.30585 -1.08373 -0.474
C 6.07998 0.36181 -1.48246 0.060
F 5.65120 -0.94128 -1.46294 -0.366
C 3.20957 -1.88369 1.22967 -0.259
C 2.04476 -2.60066 1.10331 -0.139
N -3.90683 -2.68532 -0.26105 -0.606
C -4.32436 -1.38382 -0.31099 0.427
C -5.65969 -1.09138 -0.64496 -0.333
C -6.00111 0.24333 -0.69757 0.093
N -5.13865 1.21836 -0.44178 -0.476
C -3.90970 0.84973 -0.10875 0.420
C -2.92532 1.89632 0.19393 -0.052
C -3.13290 3.21412 -0.20684 -0.223
C -2.14915 4.14743 0.07554 0.034
N -1.02301 3.85524 0.70562 -0.412
C -0.83670 2.60638 1.09987 0.029
C -1.74917 1.58957 0.87607 -0.233
N -3.47430 -0.40306 -0.03494 -0.511
H -1.65440 -1.38688 -0.38487 0.238
H -0.24907 -3.83190 0.80208 0.221
H 0.14799 -0.25208 -0.41597 0.213
H 2.17692 1.02299 -0.18632 0.211
H 5.62601 1.67242 0.93603 0.195
H 3.90479 2.02736 0.67531 0.179
H 5.20154 2.31543 -1.41025 0.222
H 4.04503 0.98458 -1.59995 0.223
H 6.41346 0.55948 -2.50673 0.165
H 6.92644 0.42575 -0.79118 0.160
H 4.08832 -2.31712 1.67963 0.228
H 2.00360 -3.61822 1.46322 0.214
H -4.64103 -3.37993 -0.34928 0.412
H -6.37169 -1.87225 -0.85670 0.222
H -7.00316 0.56063 -0.95652 0.201
H -4.03810 3.48065 -0.72765 0.240
H -2.26115 5.18273 -0.21950 0.193
H 0.09266 2.41274 1.62041 0.194
H -1.56809 0.58486 1.22240 0.239

Entry 6:
16
Properties=species:S:1:pos:R:3:nbo_charge:R:1 method="wB97M-V/def2-TZVPD" e_homo_ev=-8.74 smiles=C[C@H]1C[C@@H](O)C1 lumo_energy_ev=0.98
C 2.13737 0.05058 -0.39447 -0.640
C 0.62049 0.13995 0.63517 -0.249
C -0.47418 1.02251 -0.00061 -0.444
C -1.52693 -0.07536 0.31003 0.104
O -2.41025 -0.46502 -0.72422 -0.716
C -0.35560 -1.05785 0.51104 -0.429
H 2.41982 1.06113 -0.72631 0.209
H 1.78160 -0.56712 -1.19319 0.205
H 3.07758 -0.40107 0.01962 0.209
H 1.57760 0.30394 1.09020 0.279
H -0.31612 0.98910 -1.08538 0.207
H -0.67507 2.05396 0.31128 0.210
H -2.09211 0.11728 1.23472 0.162
H -3.11728 0.19121 -0.79485 0.470
H -0.46342 -1.83838 1.27285 0.215
H -0.18349 -1.52487 -0.46586 0.208

Entry 7:
19
Properties=species:S:1:pos:R:3:nbo_charge:R:1 method="wB97M-V/def2-TZVPD" e_homo_ev=-10.59 smiles=CCC.CC lumo_energy_ev=1.09
C -1.00791 -0.54993 3.17013 -0.622
C -0.39653 -0.05071 1.86122 -0.421
C -1.07120 0.95724 0.93151 -0.612
H -1.15508 -1.62498 2.99511 0.210
H -0.26182 -0.48153 3.96372 0.217
H -2.00537 -0.16987 3.39154 0.214
H -0.17412 -0.92121 1.18995 0.195
H 0.65855 0.27233 1.85012 0.206
H -0.32196 1.57536 0.44540 0.207
H -1.73909 1.66896 1.46127 0.200
H -1.72211 0.62762 0.12062 0.206
C 0.54935 0.00626 -2.21456 -0.605
C 1.75164 -0.34472 -3.08794 -0.606
H -0.26670 -0.68088 -2.46285 0.206
H 0.78375 0.05248 -1.15551 0.202
H 0.22179 1.02717 -2.46322 0.200
H 2.68624 0.18929 -2.89232 0.203
H 1.43370 -0.15237 -4.10709 0.201
H 2.03688 -1.40053 -2.99710 0.199

Entry 8:
26
Properties=species:S:1:pos:R:3:nbo_charge:R:1 method="wB97M-V/def2-TZVPD" e_homo_ev=-7.94 lumo_energy_ev=-1.22
C 0.48637 3.41090 -0.73194 -0.375
C -0.99191 -2.11902 -0.30982 -0.049
C -0.80038 -0.70557 -0.45462 -0.327
C -0.01298 2.15326 -0.48347 0.125
C 1.81894 3.68409 -0.50088 0.451
C 2.31978 1.44177 0.00756 0.762
C -2.18371 -2.76683 0.26188 -0.435
C 0.44559 -0.21308 -0.20154 0.091
C -1.86786 -3.80442 1.39808 -0.061
N 2.68112 2.68139 -0.15201 -0.584
N 0.89520 1.12603 -0.31774 -0.429
N 2.40001 4.89889 -0.53609 -0.765
O 2.94670 0.53645 0.54558 -0.613
O -0.80777 -4.65656 1.01933 -0.719
Se -2.62628 -3.55668 -1.49465 -0.102
H -0.28558 4.28724 -0.76678 0.229
H -0.00757 -2.75476 -0.36290 0.259
H -1.64256 0.01806 -0.57083 0.211
H -0.97810 1.84851 -0.85405 0.222
H -2.88110 -2.06406 0.71459 0.221
H 1.10175 -0.96595 0.02657 0.232
H -2.73214 -4.25937 1.75590 0.179
H -1.46950 -3.25841 2.33413 0.162
H 2.00177 5.81448 -0.59836 0.412
H 3.40663 4.76669 -0.61761 0.420
H -1.21641 -5.54304 0.88967 0.481

no.,calculated total energy (hartree)
1,-1809.65916
2,-423.28750
3,-1108.47435
4,-344.26027
5,-1281.02320
6,-271.61761
7,-198.85966
8,-3065.62818